A cluster of 16 separate species, C64H105BN15O8 in total at a distorted geometry, computed with ωB97M-V/def2-TZVPD.

Structure (XYZ):
```
193
Properties=species:S:1:pos:R:3:forces:R:3:mulliken_charge:R:1
O -11.657 18.526 -17.294 -1.99 -1.28 2.46 -0.710
C -12.401 18.018 -16.445 -0.42 1.08 -2.17 0.726
O -13.752 18.198 -16.338 1.42 -0.82 0.06 -0.361
B -14.287 17.327 -15.196 0.59 0.81 -0.94 0.924
O -13.112 16.653 -14.694 0.49 -0.39 0.17 -0.362
C -12.013 17.009 -15.344 0.92 0.28 0.39 0.474
O -10.884 16.678 -15.082 -0.76 -0.03 -0.16 -0.678
O -15.365 16.388 -15.556 1.85 -0.15 -0.51 -0.414
C -16.453 16.725 -14.945 -2.31 0.40 -1.03 0.603
O -17.518 16.185 -15.131 0.37 0.31 0.76 -0.698
C -16.165 18.034 -14.157 -1.32 -1.01 1.54 0.564
O -14.897 18.229 -14.223 1.65 0.62 -0.18 -0.446
O -16.923 18.636 -13.450 -0.46 0.18 -0.35 -0.653
C -7.718 16.914 -10.891 -1.04 0.26 0.31 -1.167
C -7.880 15.439 -10.506 0.51 0.78 -0.13 -0.376
C -7.761 14.488 -11.668 -0.23 -0.88 -0.15 -0.301
C -6.672 14.758 -12.601 2.16 0.25 -1.69 0.234
N -5.767 14.908 -13.329 -2.11 -0.21 1.65 -0.472
H -7.925 17.504 -9.998 0.55 0.21 0.10 0.347
H -8.493 17.271 -11.570 -0.23 -0.40 -0.28 0.292
H -6.787 17.202 -11.379 0.23 -0.31 0.41 0.367
H -8.846 15.240 -10.041 -0.01 0.22 0.06 0.274
H -7.117 15.164 -9.778 0.04 0.14 0.12 0.269
H -8.704 14.398 -12.206 0.07 0.20 -0.25 0.262
H -7.574 13.503 -11.240 0.02 -0.24 -0.22 0.277
C -22.133 10.601 -14.049 -0.08 -0.40 -1.06 -1.177
C -22.123 12.104 -14.174 0.45 0.42 0.56 -0.338
C -23.466 12.806 -13.915 -0.82 -0.53 0.77 -0.343
C -24.247 12.261 -12.770 -0.24 -0.88 1.49 0.202
N -24.815 11.818 -11.853 0.91 0.83 -1.66 -0.457
H -21.128 10.217 -14.222 0.11 0.02 0.40 0.351
H -22.676 10.193 -14.901 -0.45 -0.26 0.19 0.285
H -22.545 10.224 -13.113 0.07 0.09 -0.06 0.380
H -21.766 12.397 -15.161 -0.16 -0.01 -0.10 0.255
H -21.346 12.461 -13.497 -0.22 0.39 0.23 0.293
H -24.153 12.666 -14.749 0.19 0.26 -0.32 0.249
H -23.383 13.866 -13.674 0.25 0.08 -0.45 0.298
C -14.703 11.954 -13.031 -0.42 -0.19 -0.83 -1.050
C -15.361 10.931 -12.133 -0.20 -0.25 0.55 -0.385
C -14.963 9.459 -12.357 0.36 0.48 -0.18 -0.477
C -15.208 9.103 -13.773 -0.08 -1.08 -2.72 0.267
N -15.389 8.832 -14.905 0.45 0.87 3.36 -0.444
H -15.202 12.911 -12.878 0.26 0.11 0.04 0.261
H -14.935 11.655 -14.054 0.16 0.21 -0.25 0.341
H -13.621 12.071 -12.970 -0.06 -0.12 0.36 0.315
H -16.435 10.981 -12.313 -0.11 0.19 0.21 0.264
H -15.164 11.208 -11.097 -0.15 -0.25 0.17 0.308
H -15.464 8.750 -11.698 -0.45 0.18 -0.13 0.317
H -13.918 9.346 -12.069 0.26 -0.11 -0.56 0.281
C -12.801 21.827 -12.171 0.07 0.05 -1.04 -1.217
C -11.810 21.122 -11.270 -0.71 0.08 -0.18 -0.220
C -11.742 21.776 -9.892 0.71 -0.27 0.13 -0.378
C -12.957 21.961 -9.139 -3.31 0.11 1.65 0.217
N -13.923 22.140 -8.499 2.32 -0.42 -1.55 -0.479
H -12.722 21.471 -13.198 0.21 -0.16 -0.07 0.323
H -12.560 22.889 -12.229 -0.28 0.17 0.17 0.346
H -13.855 21.664 -11.947 0.11 0.17 0.54 0.356
H -10.812 21.169 -11.707 0.04 0.06 0.05 0.257
H -12.072 20.065 -11.218 0.02 -0.04 0.30 0.240
H -11.359 22.794 -9.958 0.51 -0.06 -0.19 0.259
H -11.091 21.162 -9.270 0.27 0.28 0.17 0.307
C -11.054 24.575 -16.802 0.65 -0.93 -0.10 -1.115
C -12.201 25.515 -16.903 -0.14 0.45 0.61 -0.335
C -12.395 26.014 -18.299 -0.01 0.77 -1.16 -0.426
C -11.203 26.707 -18.844 3.60 2.60 -1.78 0.266
N -10.286 27.329 -19.294 -3.89 -2.76 1.99 -0.477
H -10.702 24.574 -15.770 0.24 -0.39 -0.14 0.275
H -10.246 24.839 -17.484 0.23 0.35 0.28 0.355
H -11.322 23.572 -17.134 -0.13 -0.18 0.32 0.318
H -11.986 26.363 -16.252 -0.21 0.19 -0.01 0.282
H -13.112 25.047 -16.530 -0.11 0.10 -0.09 0.319
H -13.190 26.757 -18.361 -0.20 -0.06 0.04 0.285
H -12.644 25.222 -19.005 -0.02 -0.16 0.04 0.252
C -7.392 15.029 -19.938 0.50 0.52 1.15 -1.064
C -6.397 15.175 -18.762 -1.21 -0.66 -0.95 -0.461
C -5.223 14.235 -18.946 0.68 1.27 0.26 -0.377
C -5.516 12.832 -19.059 -0.46 -0.68 0.79 0.260
N -5.750 11.709 -19.085 0.01 -0.05 -0.22 -0.426
H -7.492 13.983 -20.226 -0.25 0.07 0.06 0.370
H -7.039 15.607 -20.793 -0.35 0.06 -0.06 0.292
H -8.294 15.416 -19.463 -0.50 -0.01 -1.04 0.277
H -6.970 14.950 -17.862 0.37 -0.21 0.22 0.329
H -6.085 16.215 -18.664 0.31 -0.12 -0.07 0.282
H -4.589 14.463 -18.090 0.59 -0.62 -0.19 0.292
H -4.713 14.460 -19.883 0.30 0.43 0.08 0.227
C -6.749 21.976 -21.151 -0.32 0.34 0.07 -1.274
C -7.390 20.616 -20.881 -0.12 1.13 -0.16 -0.183
C -8.632 20.356 -21.706 -1.07 -1.03 -0.79 -0.437
C -9.729 21.320 -21.684 2.24 -1.20 0.67 0.160
N -10.533 22.107 -21.591 -1.96 1.76 0.04 -0.390
H -7.391 22.824 -20.910 -0.34 -0.19 0.42 0.351
H -6.575 22.162 -22.211 0.57 -0.40 -0.06 0.355
H -5.859 22.086 -20.531 0.21 0.06 -0.37 0.334
H -7.702 20.580 -19.837 0.23 -0.20 0.11 0.226
H -6.661 19.832 -21.087 -0.14 -0.12 0.12 0.269
H -9.074 19.416 -21.375 -0.07 -0.15 0.10 0.286
H -8.491 20.188 -22.774 0.72 0.01 -0.10 0.307
C -25.455 20.372 -11.083 0.85 -0.88 -0.31 -1.096
C -24.605 19.458 -12.077 -1.35 1.15 0.70 -0.409
C -23.194 19.991 -12.250 0.53 -1.24 0.62 -0.443
C -23.005 21.224 -12.972 -0.23 1.16 -1.09 0.262
N -22.880 22.160 -13.640 -0.05 -0.72 0.75 -0.454
H -26.526 20.199 -11.183 0.10 0.07 -0.06 0.313
H -25.231 21.437 -11.152 -0.11 0.02 -0.65 0.323
H -25.170 20.158 -10.054 -0.06 -0.36 0.08 0.321
H -25.124 19.344 -13.029 0.08 0.32 -0.12 0.335
H -24.540 18.441 -11.691 0.06 0.09 0.24 0.296
H -22.597 19.220 -12.737 0.12 0.06 -0.29 0.287
H -22.739 20.056 -11.261 0.06 0.32 0.11 0.266
C -18.126 26.569 -10.187 0.23 -0.94 -0.61 -1.147
C -17.770 25.068 -10.559 -0.27 2.11 0.99 -0.453
C -18.385 24.621 -11.881 0.25 -0.44 0.05 -0.277
C -17.930 25.365 -13.058 1.25 1.85 -2.41 0.201
N -17.547 25.978 -13.987 -1.10 -1.74 2.61 -0.455
H -19.191 26.757 -10.324 -0.08 -0.04 0.15 0.309
H -17.600 27.266 -10.840 0.05 -0.05 -0.08 0.335
H -17.841 26.807 -9.162 -0.06 -0.14 -0.01 0.339
H -18.130 24.459 -9.729 -0.15 -0.29 -0.27 0.323
H -16.683 25.007 -10.520 0.00 -0.31 -0.41 0.278
H -19.474 24.675 -11.867 -0.05 0.06 0.15 0.285
H -18.126 23.573 -12.033 -0.06 -0.09 -0.18 0.259
C -13.641 15.861 -9.507 0.02 -0.12 0.66 -1.123
C -14.573 15.014 -8.593 0.24 0.20 -1.23 -0.373
C -13.821 14.128 -7.608 0.43 0.71 0.04 -0.412
C -12.852 13.250 -8.272 1.49 -2.28 -1.19 0.273
N -12.086 12.529 -8.795 -1.93 1.95 1.30 -0.489
H -12.777 16.219 -8.947 -0.08 0.28 0.31 0.309
H -14.184 16.726 -9.885 0.11 -0.11 -0.17 0.338
H -13.171 15.315 -10.325 -0.47 -0.22 -0.12 0.337
H -15.187 14.390 -9.242 -0.13 -0.09 0.03 0.238
H -15.266 15.670 -8.066 0.16 -0.03 0.20 0.335
H -14.511 13.610 -6.942 0.21 -0.37 -0.17 0.324
H -13.203 14.778 -6.988 -0.04 0.09 0.28 0.253
C -17.812 22.908 -19.355 -0.44 0.52 -0.17 -1.174
C -16.748 21.841 -19.279 0.21 -0.56 0.04 -0.425
C -17.282 20.401 -19.483 0.08 0.43 -0.51 -0.202
C -18.127 20.280 -20.694 0.69 0.21 1.26 0.193
N -18.777 20.195 -21.627 -0.55 -0.10 -0.79 -0.468
H -18.250 23.045 -20.343 0.37 -0.06 -0.26 0.334
H -17.400 23.863 -19.029 -0.08 0.05 -0.05 0.349
H -18.693 22.706 -18.745 0.19 -0.21 0.43 0.299
H -16.244 21.899 -18.314 -0.21 -0.26 0.22 0.314
H -15.924 22.007 -19.973 -0.23 0.17 -0.36 0.285
H -17.860 20.087 -18.614 0.00 -0.12 -0.07 0.258
H -16.447 19.719 -19.645 0.00 -0.10 0.31 0.242
C -23.414 16.642 -18.589 0.92 0.88 0.27 -1.075
C -22.550 17.783 -17.966 -0.87 0.76 -0.33 -0.475
C -23.194 19.219 -18.180 0.05 -0.97 -0.11 -0.427
C -24.600 19.285 -17.709 0.65 0.15 -0.01 0.259
N -25.687 19.348 -17.343 0.14 -0.10 -0.05 -0.450
H -22.935 15.679 -18.413 -0.19 -0.03 0.14 0.297
H -23.402 16.802 -19.667 -0.21 -0.07 -0.08 0.295
H -24.446 16.650 -18.239 0.11 -0.08 0.09 0.361
H -21.570 17.784 -18.443 -0.02 0.10 -0.09 0.301
H -22.347 17.705 -16.898 -0.27 -0.42 0.04 0.325
H -23.189 19.488 -19.236 -0.11 -0.16 -0.12 0.278
H -22.589 19.989 -17.701 -0.16 -0.06 0.28 0.310
C -13.443 15.917 -21.820 0.06 -0.07 0.48 -1.157
C -14.307 15.341 -22.932 -0.19 1.13 0.00 -0.293
C -15.272 16.425 -23.498 -0.46 -0.52 -0.37 -0.450
C -14.623 17.518 -24.232 0.24 0.07 0.06 0.244
N -14.145 18.371 -24.837 -0.06 -0.26 0.19 -0.429
H -12.912 16.826 -22.103 0.26 -0.21 -0.29 0.345
H -12.761 15.157 -21.437 0.29 0.14 -0.18 0.324
H -14.015 16.222 -20.944 -0.41 -0.09 -0.06 0.303
H -14.854 14.480 -22.548 -0.26 0.12 -0.14 0.279
H -13.699 14.995 -23.768 0.10 -0.06 0.06 0.283
H -15.964 16.868 -22.783 0.36 0.01 0.48 0.289
H -15.964 15.982 -24.214 0.07 -0.25 -0.21 0.262
C -18.777 12.567 -20.603 -0.26 -1.33 -1.36 -1.304
C -18.376 12.802 -19.172 -0.41 -0.92 0.36 -0.099
C -17.972 11.484 -18.385 0.62 0.56 -0.74 -0.376
C -18.797 10.286 -18.332 -3.31 -4.36 -0.35 0.199
N -19.356 9.227 -18.358 2.32 4.71 0.20 -0.504
H -17.967 12.164 -21.211 0.55 0.32 0.08 0.332
H -19.193 13.400 -21.170 0.17 0.36 0.46 0.331
H -19.490 11.758 -20.759 -0.49 -0.01 0.57 0.378
H -19.195 13.305 -18.658 0.21 0.10 0.21 0.268
H -17.497 13.445 -19.218 -0.04 0.03 0.61 0.230
H -17.639 11.705 -17.372 0.01 0.15 -0.06 0.329
H -17.134 11.036 -18.920 0.63 0.41 0.05 0.218
C -6.039 22.664 -15.554 0.14 0.11 0.23 -1.121
C -6.541 21.292 -15.066 0.44 0.57 -0.65 -0.300
C -5.572 20.151 -15.371 0.20 -0.82 0.30 -0.435
C -4.231 20.244 -14.737 0.35 0.61 0.23 0.250
N -3.203 20.408 -14.230 -1.07 -0.29 -0.55 -0.442
H -6.121 22.919 -16.610 -0.36 -0.56 -0.16 0.277
H -4.972 22.752 -15.351 0.04 0.13 0.32 0.361
H -6.568 23.453 -15.019 0.11 0.06 0.04 0.300
H -7.481 21.018 -15.546 -0.11 0.10 0.12 0.306
H -6.710 21.369 -13.992 -0.01 -0.20 0.00 0.279
H -5.452 19.971 -16.439 0.17 0.39 -0.12 0.224
H -6.026 19.219 -15.033 0.06 -0.12 0.24 0.300
```
Positions in Å, forces in eV/Å.

For the electronic energy, the calculation gives -107481.718 eV. As for the largest force on an atom: 0.107 Eh/bohr. The calculation puts the relative energy (zero: lowest compared OMol25 entry of this formula, charge and spin) at 306.0 kJ/mol. Its HOMO-LUMO gap is 9.418 eV. As for the net charge: -1. The HOMO energy comes out at -0.2992 Eh. The multiplicity is 1.